{"formula": "C19H20N4O5", "method": "ωB97M-V with the def2-TZVPD basis set", "total_energy_ev": -36204.753, "total_charge": 0, "relative_energy_ev": 22.413, "molar_mass_da": 384.392, "largest_force_ha_per_bohr": 0.3771, "elements": ["C", "C", "H", "H", "O", "C", "O", "C", "C", "C", "C", "N", "N", "H", "O", "C", "C", "C", "N", "C", "C", "C", "C", "C", "C", "C", "O", "C", "H", "H", "H", "H", "H", "O", "C", "H", "H", "H", "H", "H", "N", "H", "H", "H", "H", "H", "H", "H"], "positions_angstrom": [[-3.053, -0.361, 2.109], [-3.513, -0.491, 0.613], [-3.846, 0.577, 0.215], [-4.434, -1.236, 0.569], [-2.638, -1.074, -0.467], [-2.371, -2.265, -0.259], [-2.918, -3.160, 0.531], [-1.156, -2.403, -1.359], [0.026, -2.365, -0.468], [1.118, -1.495, -0.262], [1.852, -1.760, 0.780], [1.366, -3.013, 1.132], [0.379, -3.540, 0.421], [-0.183, -4.077, 0.791], [3.038, -1.388, 1.075], [3.321, -0.252, 0.688], [2.714, 0.199, -0.386], [3.140, 1.466, -0.961], [3.705, 2.564, -1.624], [1.302, -0.095, -0.809], [0.185, 0.841, -0.677], [0.047, 1.495, 0.830], [-0.835, 2.430, 1.072], [-1.827, 2.724, 0.231], [-1.715, 2.282, -1.452], [-0.650, 1.215, -1.554], [-0.628, 0.385, -2.764], [-1.494, 1.116, -3.809], [-2.647, 0.682, -3.399], [-1.212, 0.336, -4.584], [-1.435, 2.131, -4.057], [-2.490, 2.383, -2.056], [-2.513, 3.428, 0.294], [-0.818, 2.654, 2.278], [-1.788, 3.667, 2.692], [-2.730, 3.535, 2.657], [-1.655, 4.652, 1.914], [-1.532, 3.990, 3.993], [0.877, 1.182, 1.442], [1.234, -0.135, -1.921], [4.619, 0.230, 1.243], [4.860, 1.102, 0.794], [5.013, -0.360, 1.656], [-1.296, -3.544, -1.677], [-1.175, -1.576, -2.057], [-3.711, -0.028, 2.676], [-2.160, 0.194, 2.070], [-2.664, -1.485, 2.427]], "nbo_charge": [-0.599, -0.104, 0.207, 0.210, -0.482, 0.827, -0.663, -0.533, 0.149, -0.129, 0.350, -0.253, -0.268, 0.380, -0.403, 0.577, -0.352, 0.285, -0.370, -0.277, -0.031, -0.161, 0.244, -0.245, -0.203, 0.229, -0.565, -0.276, 0.180, 0.220, 0.206, 0.190, 0.194, -0.478, -0.238, 0.151, 0.184, 0.203, 0.218, 0.260, -0.764, 0.420, 0.350, 0.243, 0.281, 0.196, 0.212, 0.224]}